Computed, not measured: C23H50N2O2P2Sn as an isolated structure, with ωB97M-V/def2-TZVPD.

Element x y z (Å)
H: -2.18 2.76 -1.16
C: 1.93 4.56 -2.15
C: 1.39 -4.69 1.51
H: -2.76 -3.45 2.66
H: 2.35 -3.08 0.45
P: 0.05 -2.50 0.29
H: -0.77 -0.68 6.79
H: 1.65 4.45 -3.20
H: -2.51 5.15 -1.66
C: 1.79 3.27 -1.34
H: 2.08 1.93 -3.78
C: 1.96 -2.43 2.45
C: 1.54 -3.20 1.19
H: 0.03 -1.37 -2.78
C: -2.19 0.25 -0.19
H: 0.41 1.76 4.93
H: 1.01 1.21 -5.00
H: -1.11 3.05 1.11
H: 2.89 -2.89 2.83
C: -1.39 1.46 -3.71
H: 1.61 -3.73 -2.95
H: 2.48 2.51 -1.76
C: 1.15 1.37 -3.92
H: 2.98 4.88 -2.12
H: -2.30 4.29 0.71
H: 1.33 5.37 -1.70
C: 0.30 1.22 1.85
H: -3.56 -3.64 0.49
H: -1.11 -3.01 3.11
H: 1.21 -2.51 3.24
C: -0.06 2.14 -3.36
H: -0.54 -2.89 -3.47
H: -0.39 -4.11 -1.38
H: 2.26 -2.56 -1.79
H: -0.86 -2.11 5.72
H: 2.34 -5.07 1.92
P: 0.13 2.43 -1.53
C: 2.24 3.53 0.10
N: -0.50 0.34 2.55
H: -0.76 5.41 -1.82
H: 3.27 3.94 0.08
H: -1.45 1.34 -4.81
H: -1.56 -2.03 -2.30
C: -1.56 4.67 -1.94
H: 1.76 0.62 5.02
H: 2.06 -4.26 -1.32
H: -2.93 -2.13 -0.19
C: 0.73 0.80 5.33
C: -1.01 -1.02 5.79
H: 2.17 -1.37 2.25
O: 0.83 2.23 2.30
H: 0.51 -1.26 -5.64
H: 0.52 -1.97 -5.38
H: -2.26 2.05 -3.40
H: 0.62 -4.86 2.28
C: -0.53 -2.30 -2.54
N: -0.17 -0.27 4.84
H: -2.19 -1.81 2.37
H: -1.48 0.45 -3.28
H: -1.20 -4.40 1.02
Sn: 0.23 0.15 -0.16
H: -0.06 3.15 -3.80
C: -1.89 -2.86 2.35
O: -3.20 0.56 0.27
H: 1.26 0.38 -3.45
C: -1.48 -3.33 0.95
C: 0.16 -3.15 -1.46
H: 1.14 -5.30 0.63
H: 2.26 2.63 0.71
H: 0.70 0.83 6.41
C: -2.69 -3.19 0.01
H: -1.64 4.40 -3.00
C: 1.61 -3.44 -1.89
C: -1.34 3.46 -1.03
H: -2.07 -0.84 5.56
H: -2.54 -3.70 -0.95
H: 1.61 4.27 0.60
C: -1.32 3.89 0.44
H: -0.57 4.66 0.62
C: -0.43 -0.38 3.57

Properties
- E: -2061.6078 Eh
- Energy above the lowest of the compared OMol25 structures with the same formula, charge and spin: 2.2786 eV
- HOMO level: -0.796 hartree
- Spin multiplicity: 1
- Orbital gap: 0.2444 Eh
- Strongest force on any atom: 6.5 eV Å⁻¹
- Net charge: +4

***

Computed, not measured: a 8-piece molecular cluster, C23H52BrClN19O8 overall, with ωB97M-V/def2-TZVPD.

Element x y z (Å)
H: -0.28 0.49 2.22
H: 2.37 -0.46 6.45
C: 1.71 1.54 -1.77
C: 3.25 -1.46 -5.63
H: 3.47 -3.91 -2.29
O: -4.09 -2.77 -2.62
H: 1.45 -0.54 -5.06
C: -2.30 8.26 2.47
N: -1.41 7.78 3.39
H: 1.69 1.49 -2.85
H: -1.96 -3.18 -2.02
H: -1.32 10.10 2.37
H: 1.39 -1.70 1.39
C: 0.65 2.14 -1.10
H: -1.97 -1.51 -0.56
O: -2.59 3.02 0.42
H: 2.52 -2.79 4.90
H: 0.54 -2.36 -3.32
N: 1.74 -3.12 -0.64
C: 1.75 1.68 1.02
C: -0.34 -2.00 -2.80
H: 3.30 0.99 6.48
O: -3.24 7.59 2.06
C: -1.52 -2.09 0.24
C: 1.57 1.02 5.31
O: 4.49 -1.73 5.98
H: -0.51 -4.08 -2.28
N: -2.73 0.38 -4.56
H: -0.18 2.56 -1.65
H: -6.90 -2.95 -1.14
N: -6.14 -2.47 -3.52
H: -0.66 -2.05 2.13
H: 2.56 2.86 5.23
N: -0.43 2.82 1.02
H: 4.27 -3.86 -3.83
N: -5.91 -2.97 -1.28
H: 3.40 -4.01 4.05
C: -5.31 -2.74 -2.48
H: -2.26 0.13 -5.42
H: -2.04 -2.46 -4.02
N: -2.08 9.54 2.05
N: 0.70 -1.47 0.68
H: -3.20 4.46 6.22
Br: 3.43 -2.51 -0.24
H: 6.54 -2.93 5.28
H: 3.61 0.56 -1.56
H: 1.68 -3.92 -1.27
C: -0.88 -3.13 -1.92
N: 5.70 -3.29 4.88
N: 2.49 0.49 6.15
H: 3.38 -5.37 -5.50
O: 4.25 -2.05 -5.22
C: 2.78 1.02 -1.05
N: 1.79 2.31 4.92
C: -2.30 4.16 4.42
H: -0.09 -1.09 -2.25
H: 1.99 -6.33 -5.09
H: -1.95 0.44 -0.16
C: 2.81 1.10 0.34
H: -1.60 0.29 -2.80
H: -0.84 -1.35 -4.78
C: -1.40 -1.59 -3.87
Cl: -2.85 -3.06 0.88
N: -3.28 4.66 5.24
H: -5.31 -3.17 -0.50
C: -0.67 -1.38 1.26
O: -1.37 3.49 4.84
H: -3.05 -0.72 -2.82
H: -1.72 4.08 2.50
N: 3.56 -4.23 -3.22
H: -3.19 4.97 2.70
H: 5.75 -4.08 4.26
H: -2.64 1.37 -4.41
N: -2.43 4.44 3.10
H: -4.05 5.20 4.90
O: 0.60 0.38 4.91
H: 2.45 -1.16 -3.79
H: -5.72 -2.30 -4.42
C: -1.71 2.28 0.75
O: 1.77 -5.50 -2.74
N: 3.40 -3.21 4.66
H: -7.14 -2.44 -3.44
H: 2.20 -0.78 -7.30
N: 2.68 -5.65 -4.83
N: -0.57 -2.97 -0.48
C: 4.53 -2.68 5.22
C: -1.99 0.80 0.87
H: 3.64 0.71 0.90
H: -3.03 0.73 1.16
H: 1.09 2.73 4.33
C: 0.67 2.19 0.29
H: -1.73 -0.29 2.68
C: -2.20 -0.38 -3.42
C: 0.66 -2.55 -0.14
H: -2.72 9.91 1.38
H: 1.72 1.76 2.09
N: 2.30 -1.00 -4.76
H: 3.70 -1.58 -7.60
H: -0.64 8.31 3.75
C: -1.13 -0.04 1.82
H: -0.51 3.76 0.64
H: -1.56 6.84 3.72
C: 2.63 -5.16 -3.56
N: 3.01 -1.25 -6.95

Properties
- E: -5584.1939 Eh
- HOMO level: -0.410 hartree
- Spin multiplicity: 1
- Orbital gap: 0.2911 Eh
- Strongest force on any atom: 1.7 eV Å⁻¹
- Net charge: +1

***

Computed, not measured: a 5-piece molecular cluster, C23H52FN2O10S overall, with ωB97M-V/def2-TZVPD.

Element x y z (Å)
C: 0.39 -4.69 -4.18
O: 1.40 2.54 -0.57
S: 0.27 -0.44 -1.50
H: 0.95 1.15 5.66
H: 2.38 4.71 -1.25
C: -3.02 -5.53 4.91
H: -1.05 -7.44 7.85
H: -0.02 -1.61 -2.07
H: -0.67 0.85 4.98
H: -2.16 -6.36 8.71
H: 2.06 -5.22 -7.42
H: 0.29 0.36 1.17
H: 5.08 5.69 -1.59
O: 0.76 -3.32 -4.27
H: 2.55 -3.87 -3.38
C: 2.90 7.88 -1.84
H: -0.89 -6.93 5.01
H: -1.93 0.15 -3.95
H: -2.69 5.15 -3.44
F: -4.65 3.21 -2.81
C: 2.14 -4.18 -7.11
H: -3.68 -4.73 4.54
C: -0.31 -1.65 4.53
C: -1.54 1.55 -1.63
H: -4.33 0.35 -2.98
C: -1.73 -6.60 7.73
O: 0.67 -0.75 5.00
C: 2.14 -3.08 -4.01
O: -1.70 -5.01 4.91
H: 0.87 0.62 2.84
H: 1.20 5.95 -0.74
H: -0.58 -4.79 -4.66
H: 0.45 -1.74 2.52
C: -3.41 0.48 -2.42
H: -1.22 -2.30 2.71
H: 0.04 -2.67 4.75
H: -2.50 2.20 -3.31
C: -2.16 -0.22 -2.95
H: -0.24 0.22 6.59
H: -0.45 1.62 2.19
O: -1.00 -0.27 2.64
O: -2.74 -7.00 6.82
H: 0.25 -5.58 4.84
O: 4.91 7.48 -0.55
H: 2.88 5.98 -0.12
C: -0.01 0.62 2.19
C: 4.37 8.16 -1.67
H: 6.61 6.53 -1.27
H: -3.88 5.04 -1.35
H: 4.92 7.89 -2.58
C: -3.06 4.33 -1.47
H: -3.10 -6.38 4.23
H: -3.46 -5.06 6.97
H: 2.52 8.46 -2.69
H: -3.53 0.13 -1.39
O: 3.03 -4.14 -6.00
C: -3.49 -5.93 6.29
H: 2.60 -2.12 -5.88
H: 2.35 8.19 -0.95
O: -0.89 2.26 -0.79
H: -0.72 -6.10 3.44
C: 2.98 -2.94 -5.26
H: 5.74 5.73 0.05
C: 2.26 5.76 -0.99
H: 1.12 -5.32 -4.70
O: 2.64 6.51 -2.12
H: 2.53 -3.60 -7.94
H: 4.00 -2.69 -4.96
H: 4.50 9.23 -1.50
C: -0.50 -1.54 3.03
H: -1.26 -1.50 5.04
H: -2.18 -1.31 -2.90
C: -3.72 3.01 -1.77
H: -1.17 -5.74 7.36
H: -4.53 -6.26 6.22
N: 0.64 2.84 -1.29
H: 1.15 -3.81 -6.84
H: -1.61 5.76 -2.20
H: 0.31 -5.01 -3.14
H: 2.19 -2.14 -3.45
H: -4.30 2.66 -0.91
H: -2.55 4.29 -0.50
C: 0.14 0.42 5.59
C: -2.13 4.87 -2.56
H: -1.35 4.16 -2.85
C: -0.72 -5.96 4.53
C: -2.84 1.90 -2.31
C: 5.62 6.30 -0.87
N: -1.16 0.36 -2.01

Properties
- E: -2266.9633 Eh
- HOMO level: -0.394 hartree
- Spin multiplicity: 1
- Orbital gap: 0.1967 Eh
- Strongest force on any atom: 1.1 eV Å⁻¹
- Net charge: +1